# 1
Density functional theory data (ωB97M-V with the def2-TZVPD basis set) for one molecule with the formula C5H7NO in a non-equilibrium geometry.

## Properties
molar mass: 97.117 g mol⁻¹
total energy: -8834.084 eV
lowest unoccupied orbital energy: 0.59 eV
total charge: 0
Kohn-Sham gap: 0.3472 hartree
SMILES: CO/C(C)=C/C#N
ΔE to the lowest compared entry with this formula, charge and spin: 48.9 kcal/mol

```
14
C5H7NO ωB97M-V with the def2-TZVPD basis set
C -1.6222 -1.1595 0.6511
C -0.3290 0.6730 -0.7176
C -0.0949 2.0606 -0.7095
N 0.0148 3.2105 -0.6062
C 0.4412 -0.2395 -0.0880
O -0.1853 -1.3561 0.3244
C 1.9366 -0.0763 0.0358
H -1.6586 -0.7375 1.6585
H -2.2688 -0.5185 0.0272
H -2.0203 -2.1621 0.5949
H -1.1875 0.2999 -1.2539
H 2.4397 -0.7420 0.7392
H 2.1491 0.9666 0.3022
H 2.3850 -0.2192 -0.9582
```


# 2
Density functional theory data (ωB97M-V with the def2-TZVPD basis set) for C43H51BClN5O6Ti as an isolated structure.

## Properties
molar mass: 828.042 g mol⁻¹
total energy: -101473.879 eV
lowest unoccupied orbital energy: -0.01 eV
total charge: 0
Kohn-Sham gap: 0.3019 hartree
ΔE to the lowest compared entry with this formula, charge and spin: 17.2 kcal/mol

```
108
C43H51BClN5O6Ti ωB97M-V with the def2-TZVPD basis set
Ti -1.5519 2.1258 -0.7599
O -2.1032 0.4144 -1.1923
C -2.7692 -0.3186 -2.0670
C -2.6573 -1.7104 -2.0434
C -3.3216 -2.4743 -2.9799
C -4.1285 -1.8774 -3.9513
C -4.2713 -0.5072 -3.9588
C -3.5945 0.2917 -3.0282
C -3.8522 1.7112 -2.9731
N -3.2185 2.5088 -2.1971
N -3.7244 3.8006 -2.1058
C -3.3582 4.2727 -0.9576
O -2.6524 3.5706 -0.1018
C -3.7251 5.6470 -0.5521
C -3.2373 6.1612 0.6440
C -3.5641 7.4552 1.0233
C -4.3780 8.2337 0.2140
C -4.8684 7.7187 -0.9803
C -4.5436 6.4292 -1.3644
H -2.0421 -2.1570 -1.2785
H -3.2165 -3.5522 -2.9554
H -4.6479 -2.4864 -4.6782
H -4.9163 -0.0275 -4.6859
H -4.6747 2.1162 -3.5613
H -2.6084 5.5395 1.2671
H -3.1834 7.8550 1.9542
H -4.6337 9.2422 0.5131
H -5.5062 8.3241 -1.6112
H -4.9164 6.0134 -2.2904
C -0.2510 5.3553 -2.2160
C 0.4690 4.0189 -2.2407
C 0.6486 3.4835 -3.6501
O -0.2606 3.0859 -1.4701
H 0.3322 6.1139 -2.7408
H -0.4069 5.6870 -1.1891
H -1.2262 5.2693 -2.7007
H 1.4456 4.1194 -1.7555
H -0.3234 3.2155 -4.0696
H 1.2897 2.6023 -3.6572
H 1.1020 4.2396 -4.2929
C 0.6796 -0.5268 7.5656
C -0.6868 -0.6826 6.8847
C -0.8477 -2.1445 6.4680
C -1.7968 -0.3472 7.8901
C -0.7740 0.2704 5.6905
C -0.6450 1.6481 5.9050
C -0.7091 2.5826 4.8770
C -0.9097 2.0923 3.6057
O -1.0142 2.7700 2.4159
B -1.2186 1.7993 1.4303
O -1.2275 0.5268 2.0313
C -1.0396 0.7397 3.3773
C -0.9770 -0.1941 4.3893
H 0.7577 -1.2097 8.4147
H 0.8308 0.4875 7.9365
H 1.4881 -0.7530 6.8681
H -0.7829 -2.7820 7.3514
H -0.0632 -2.4569 5.7760
H -1.8156 -2.3275 5.9977
H -1.7429 -1.0190 8.7499
H -2.7808 -0.4568 7.4307
H -1.7107 0.6755 8.2581
H -0.4879 2.0105 6.9129
H -0.6070 3.6427 5.0638
H -1.0858 -1.2442 4.1606
C 5.4042 -2.5016 -0.0233
C 4.6798 -3.3502 -1.0737
C 3.4507 -3.9968 -0.4345
C 5.6300 -4.4914 -1.4755
C 4.3350 -2.4850 -2.3334
O 5.5769 -2.1625 -2.9989
C 3.4528 -3.1967 -3.3925
C 1.9187 -3.0600 -3.4245
C 1.1539 -4.0410 -2.5750
C 1.2125 -5.4048 -2.8493
C 0.5376 -6.3272 -2.0670
C -0.2142 -5.8755 -0.9943
Cl -1.0623 -7.0236 0.0000
C -0.3036 -4.5254 -0.7069
C 0.3785 -3.6171 -1.5045
C 3.9021 -1.0254 -2.0507
N 2.6591 -0.6836 -1.3736
C 1.6769 0.0840 -1.8694
N 0.7713 0.3375 -0.9524
C 1.2654 -0.3131 0.1362
N 2.4131 -0.9252 -0.0683
H 5.8007 -3.1574 0.7543
H 4.7299 -1.7930 0.4565
H 6.2441 -1.9607 -0.4635
H 3.7535 -4.4738 0.5006
H 3.0257 -4.7728 -1.0716
H 2.6757 -3.2741 -0.1941
H 5.7463 -5.1639 -0.6245
H 6.6287 -4.1301 -1.7281
H 5.2480 -5.0941 -2.3028
H 5.9811 -2.9837 -3.2962
H 3.7012 -4.2615 -3.3892
H 3.8248 -2.8068 -4.3425
H 1.6133 -3.2029 -4.4647
H 1.6038 -2.0531 -3.1672
H 1.7994 -5.7575 -3.6905
H 0.5871 -7.3855 -2.2830
H -0.8943 -4.1929 0.1361
H 0.3222 -2.5591 -1.2721
H 3.8411 -0.5358 -3.0231
H 4.7172 -0.5523 -1.5074
H 1.6620 0.4172 -2.8950
H 0.7639 -0.3337 1.0895
```


# 3
Density functional theory data (ωB97M-V with the def2-TZVPD basis set) for C23H31EuN10O4S3Si as an isolated structure in a non-equilibrium geometry.

## Properties
molar mass: 787.818 g mol⁻¹
total energy: -107159.102 eV
lowest unoccupied orbital energy (spin up / spin down): 2.17 / 2.17 eV
total charge: -1
Kohn-Sham gap (spin up / spin down): 0.1708 / 0.1880 hartree
2S+1: 8
ΔE to the lowest compared entry with this formula, charge and spin: 20.3 kcal/mol

```
73
C23H31EuN10O4S3Si ωB97M-V with the def2-TZVPD basis set
Eu -0.2141 0.5487 0.6194
N 6.9474 -3.6240 -1.6718
C 6.1084 -2.6885 -1.1105
C 6.5456 -1.3799 -0.8838
C 5.7454 -0.4727 -0.2181
C 4.4951 -0.8606 0.2206
C 4.0296 -2.1395 -0.0254
C 4.8256 -3.0504 -0.6885
S 3.5267 0.1603 1.3127
O 4.3005 1.2811 1.7669
O 3.0990 -0.7573 2.3533
N 2.1454 0.6429 0.5788
C 2.2786 1.7029 -0.2182
N 3.4425 1.9487 -0.8323
C 3.5135 3.0262 -1.5847
C 2.4446 3.8960 -1.7614
C 1.2716 3.5545 -1.1077
N 1.1627 2.4711 -0.3538
H 7.7302 -3.2770 -2.2014
H 6.5104 -4.4467 -2.0524
H 7.5316 -1.0929 -1.2162
H 6.0744 0.5343 -0.0174
H 3.0492 -2.4092 0.3360
H 4.4712 -4.0565 -0.8619
H 4.4664 3.1951 -2.0731
H 2.5206 4.7732 -2.3806
H 0.3750 4.1607 -1.1747
N -8.4846 -1.6099 -0.7478
C -7.9218 -0.5647 -1.4001
O -8.4980 0.0257 -2.2867
C -6.5455 -0.1901 -0.9438
C -6.1919 1.1572 -0.9015
C -4.9273 1.4996 -0.4572
N -4.0236 0.6031 -0.0941
C -4.3398 -0.6819 -0.1749
C -5.5848 -1.1312 -0.5817
H -9.4257 -1.8570 -1.0076
H -8.0626 -2.0441 0.0534
H -6.9018 1.9087 -1.2101
H -4.6184 2.5309 -0.3735
H -3.5532 -1.3696 0.1064
H -5.7854 -2.1893 -0.6474
C -0.1694 0.8749 5.6822
C 1.1251 0.6458 4.8980
C 0.9774 -0.4772 3.9409
N 0.4333 -0.3482 2.7863
N 0.4166 -1.4688 2.0336
C 0.9669 -2.4801 2.6417
N 1.1210 -3.6886 2.0698
S 1.5279 -2.1021 4.2463
H -0.0316 1.7034 6.3709
H -0.4309 -0.0154 6.2504
H -0.9828 1.1154 5.0008
H 1.9467 0.4283 5.5809
H 1.3645 1.5422 4.3165
H 0.6399 -3.8514 1.2020
H 1.4521 -4.4666 2.6087
O -2.1977 -0.2650 1.7932
S -2.7056 1.1613 1.9085
N -1.6530 2.1345 1.5614
C 0.3411 0.7315 -3.4839
Si -1.0741 0.5143 -2.1396
C -2.4250 -0.4049 -3.2246
C -1.8663 2.3274 -2.1453
H -0.0286 1.2055 -4.3913
H 0.7895 -0.2185 -3.7677
H 1.1414 1.3564 -3.0888
H -2.6009 0.1288 -4.1541
H -3.3777 -0.4693 -2.7060
H -2.1369 -1.4181 -3.4881
H -2.9371 2.2870 -2.3231
H -1.4358 2.9854 -2.8976
H -1.7232 2.8043 -1.1696
```


# 4
Density functional theory data (ωB97M-V with the def2-TZVPD basis set) for a 2-piece molecular cluster, C4H7ClO overall in a non-equilibrium geometry.

## Properties
molar mass: 106.552 g mol⁻¹
total energy: -18825.148 eV
lowest unoccupied orbital energy (spin up / spin down): 0.83 / -1.60 eV
total charge: 0
Kohn-Sham gap (spin up / spin down): 0.3089 / 0.2922 hartree
2S+1: 3
ΔE to the lowest compared entry with this formula, charge and spin: 8.2 kcal/mol

```
13
C4H7ClO ωB97M-V with the def2-TZVPD basis set
C -2.0986 1.1514 0.4557
C -1.8333 0.1415 -0.3410
C 1.3508 -0.5984 0.6731
C 1.2401 -0.2232 -0.8239
O 0.6062 0.9342 -1.0080
Cl -2.0547 -1.1289 -1.2689
H -3.0530 1.3381 0.8951
H -1.2809 1.5793 0.9105
H 1.9216 0.0988 1.1664
H 0.2585 -0.4973 1.0914
H 1.8326 -1.6120 0.8722
H 0.8945 -1.1280 -1.4559
H 2.2163 -0.0555 -1.1669
```


# 5
Density functional theory data (ωB97M-V with the def2-TZVPD basis set) for one molecule with the formula C4H7NOS in a non-equilibrium geometry.

## Properties
molar mass: 117.173 g mol⁻¹
total energy: -18629.067 eV
lowest unoccupied orbital energy: 0.23 eV
total charge: 0
Kohn-Sham gap: 0.3051 hartree
SMILES: O=[S@@H]1=C[C@@H]2N[C@@H]2C1
ΔE to the lowest compared entry with this formula, charge and spin: 126.4 kcal/mol

```
14
C4H7NOS ωB97M-V with the def2-TZVPD basis set
C -0.0690 -1.3976 -0.0925
C 0.5530 0.9923 0.5963
C -0.6668 -0.4684 -1.0744
C -0.2777 0.9335 -0.7229
N 0.1970 0.3063 -1.9739
O 1.0953 -1.1211 2.3095
S 0.1197 -0.5902 1.4499
H -0.6801 -2.2849 -0.0619
H 1.6884 0.8736 0.3139
H 0.5060 1.9006 1.1560
H -1.6961 -0.6676 -1.3701
H -0.9078 1.8938 -0.8122
H 1.1651 0.0347 -2.0393
H -1.0269 -0.4047 2.3214
```


# 6
Density functional theory data (ωB97M-V with the def2-TZVPD basis set) for C4H7KO2 as an isolated structure in a non-equilibrium geometry.

## Properties
molar mass: 126.196 g mol⁻¹
total energy: -24674.355 eV
lowest unoccupied orbital energy: -0.56 eV
total charge: 0
Kohn-Sham gap: 0.2148 hartree
ΔE to the lowest compared entry with this formula, charge and spin: 129.7 kcal/mol

```
14
C4H7KO2 ωB97M-V with the def2-TZVPD basis set
H 0.8246 -0.2636 0.9545
O -0.6068 0.7158 -0.1150
K -2.1535 -1.9803 1.9684
C -0.1219 -0.5520 0.0425
O -0.4520 -1.3780 -0.9362
C -1.6732 -2.1732 -0.6105
C 0.8300 0.8225 -0.2260
C 1.3964 2.0229 0.4840
H -2.4304 -1.8369 -1.3446
H -1.3918 -3.2032 -0.8993
H 1.1181 0.8232 -1.2864
H 0.9921 2.1203 1.5000
H 2.4917 1.9386 0.5424
H 1.1769 2.9438 -0.0737
```